No. 1
Density functional theory data (ωB97M-V/def2-TZVPD) for 16 unconnected molecules or ions with the total composition C64H96O48 in a non-equilibrium geometry.

The value obtained for the frontier orbital gap is 9.712 eV. As for the highest occupied orbital energy: -10.1 eV. Its total charge is 0. The value obtained for the total energy is -6107.93593 hartree. The calculation puts the lowest unoccupied orbital energy at -0.36 eV. Its energy relative to the best compared isomer or geometry (same formula, charge and spin) is 124.4 kJ/mol.

Cartesian coordinates (Å):
C: -4.023 -3.954 2.764
C: -3.641 -3.778 4.225
C: -2.866 -2.576 4.631
O: -3.780 -1.860 5.365
C: -4.838 -2.560 5.688
O: -5.640 -2.272 6.567
O: -4.789 -3.734 4.966
H: -4.493 -4.936 2.716
H: -3.066 -3.967 2.242
H: -4.571 -3.126 2.313
H: -3.058 -4.627 4.581
H: -2.635 -1.939 3.778
H: -1.930 -2.835 5.126
C: 4.216 4.034 2.398
C: 4.820 4.435 1.085
C: 5.818 5.559 1.077
O: 7.075 4.860 0.633
C: 6.831 3.568 0.312
O: 7.668 2.737 -0.010
O: 5.552 3.293 0.635
H: 4.839 3.849 3.273
H: 3.549 3.210 2.145
H: 3.552 4.873 2.604
H: 4.029 4.691 0.379
H: 6.097 6.035 2.017
H: 5.423 6.219 0.306
C: 1.554 -5.214 -0.280
C: 1.939 -5.931 1.042
C: 0.718 -5.938 2.021
O: 0.787 -7.242 2.500
C: 1.488 -8.030 1.598
O: 1.701 -9.293 1.637
O: 2.171 -7.286 0.737
H: 1.565 -4.154 -0.027
H: 0.614 -5.542 -0.722
H: 2.279 -5.587 -1.003
H: 2.873 -5.555 1.461
H: -0.230 -5.727 1.527
H: 0.824 -5.217 2.833
C: 2.249 -0.133 4.910
C: 2.128 -1.591 4.429
C: 3.508 -2.203 4.679
O: 3.111 -3.487 4.970
C: 1.801 -3.535 5.293
O: 1.255 -4.506 5.708
O: 1.242 -2.335 5.138
H: 2.361 -0.170 5.994
H: 1.371 0.487 4.728
H: 3.154 0.401 4.619
H: 1.764 -1.561 3.402
H: 4.137 -1.861 5.501
H: 4.141 -2.148 3.794
C: 1.267 5.078 4.755
C: 0.673 4.881 3.337
C: 0.231 3.465 3.069
O: -0.999 3.654 2.441
C: -1.327 4.928 2.322
O: -2.240 5.326 1.596
O: -0.446 5.700 3.012
H: 1.679 6.073 4.923
H: 2.018 4.332 5.014
H: 0.537 5.027 5.563
H: 1.352 5.172 2.535
H: 0.074 2.975 4.030
H: 0.996 3.080 2.395
C: 6.418 0.081 2.368
C: 5.208 0.038 1.426
C: 5.575 -0.689 0.131
O: 4.856 -1.900 0.278
C: 3.864 -1.772 1.167
O: 3.082 -2.672 1.408
O: 4.112 -0.707 1.915
H: 6.847 -0.898 2.584
H: 6.142 0.485 3.342
H: 7.254 0.647 1.959
H: 4.735 1.002 1.236
H: 6.592 -1.077 0.072
H: 5.363 -0.202 -0.821
C: -1.561 -7.815 5.344
C: -0.173 -8.102 5.881
C: 0.136 -7.431 7.227
O: 0.658 -8.461 8.017
C: 0.538 -9.614 7.354
O: 0.926 -10.661 7.760
O: -0.101 -9.413 6.251
H: -1.488 -6.930 4.712
H: -2.286 -7.757 6.156
H: -1.933 -8.638 4.735
H: 0.505 -7.831 5.072
H: -0.787 -7.077 7.685
H: 0.800 -6.567 7.174
C: 4.729 4.685 -3.055
C: 3.771 3.497 -3.134
C: 4.400 2.169 -2.789
O: 3.850 1.763 -1.568
C: 2.784 2.495 -1.269
O: 2.026 2.313 -0.337
O: 2.689 3.574 -2.177
H: 5.349 4.600 -3.947
H: 5.442 4.689 -2.230
H: 4.195 5.634 -3.086
H: 3.406 3.421 -4.158
H: 5.434 2.345 -2.494
H: 4.369 1.443 -3.601
C: -0.228 8.002 -1.322
C: 0.394 7.031 -0.327
C: 1.739 6.345 -0.635
O: 2.393 6.470 0.623
C: 1.813 7.379 1.376
O: 2.215 7.709 2.452
O: 0.721 7.733 0.858
H: 0.482 8.759 -1.655
H: -1.131 8.515 -0.992
H: -0.474 7.488 -2.251
H: -0.351 6.296 -0.021
H: 2.300 6.754 -1.476
H: 1.639 5.267 -0.758
C: -4.277 0.973 -3.720
C: -5.239 2.234 -3.635
C: -6.672 1.991 -4.037
O: -7.394 2.374 -2.849
C: -6.568 2.502 -1.775
O: -6.903 2.560 -0.605
O: -5.281 2.528 -2.230
H: -4.542 0.162 -3.041
H: -3.257 1.259 -3.465
H: -4.274 0.540 -4.720
H: -4.828 3.064 -4.209
H: -6.927 0.991 -4.386
H: -7.029 2.597 -4.870
C: 0.947 -2.772 -3.562
C: 0.721 -3.567 -4.851
C: 0.530 -2.753 -6.086
O: 1.388 -3.369 -6.984
C: 2.110 -4.377 -6.420
O: 2.943 -5.096 -6.935
O: 1.776 -4.447 -5.111
H: 1.787 -2.078 -3.536
H: 1.175 -3.343 -2.662
H: 0.018 -2.212 -3.459
H: -0.177 -4.178 -4.756
H: 0.852 -1.715 -6.014
H: -0.537 -2.677 -6.295
C: -0.589 0.328 -7.256
C: -1.775 0.895 -8.059
C: -3.032 0.077 -7.804
O: -3.861 1.037 -7.383
C: -3.256 2.144 -6.993
O: -3.707 3.060 -6.378
O: -2.020 2.148 -7.475
H: 0.300 0.831 -7.636
H: -0.447 -0.725 -7.501
H: -0.706 0.479 -6.183
H: -1.615 0.863 -9.136
H: -2.874 -0.580 -6.949
H: -3.297 -0.467 -8.710
C: -1.130 0.010 -1.615
C: -0.253 -0.783 -0.614
C: 0.080 0.132 0.604
O: 0.157 -0.780 1.660
C: -0.369 -1.954 1.271
O: -0.422 -2.965 1.995
O: -0.763 -1.956 -0.063
H: -0.482 0.769 -2.055
H: -1.973 0.482 -1.111
H: -1.561 -0.668 -2.352
H: 0.642 -1.083 -1.158
H: -0.677 0.916 0.600
H: 1.094 0.510 0.471
C: -1.265 4.056 -2.316
C: -1.122 3.534 -3.690
C: -0.595 4.503 -4.746
O: 0.242 3.679 -5.512
C: 0.751 2.726 -4.726
O: 1.630 1.982 -5.049
O: 0.065 2.737 -3.557
H: -0.363 4.574 -1.990
H: -1.432 3.273 -1.577
H: -2.186 4.628 -2.208
H: -2.006 3.067 -4.124
H: 0.009 5.332 -4.376
H: -1.451 4.803 -5.351
C: -4.653 1.952 4.376
C: -5.083 1.857 2.874
C: -4.197 2.693 1.895
O: -3.315 1.788 1.318
C: -3.742 0.563 1.553
O: -3.244 -0.468 1.082
O: -4.760 0.548 2.423
H: -3.606 1.650 4.422
H: -5.216 1.256 4.997
H: -4.738 2.937 4.834
H: -6.133 2.032 2.643
H: -3.563 3.397 2.436
H: -4.715 3.292 1.147
C: -2.854 -4.726 -1.332
C: -3.782 -4.451 -2.499
C: -4.502 -3.136 -2.389
O: -4.378 -2.530 -3.661
C: -3.395 -3.067 -4.271
O: -2.866 -2.557 -5.256
O: -3.031 -4.193 -3.676
H: -2.207 -3.856 -1.224
H: -2.198 -5.595 -1.381
H: -3.337 -5.096 -0.427
H: -4.492 -5.269 -2.619
H: -4.196 -2.579 -1.503
H: -5.582 -3.196 -2.254

Forces on atoms 1 to 3 (eV/Å):
C 1.443 -0.133 0.273
C 0.941 -1.456 -1.475
C 1.163 0.726 -2.137

Results of the Löwdin charge analysis, in e, for atoms 1 through 99:
1 C 0.001
2 C -0.375
3 C -0.108
4 O 0.092
5 C -0.509
6 O 0.128
7 O 0.091
8 H 0.089
9 H 0.068
10 H 0.092
11 H 0.148
12 H 0.131
13 H 0.142
14 C 0.004
15 C -0.336
16 C -0.010
17 O 0.059
18 C -0.541
19 O 0.121
20 O 0.043
21 H 0.107
22 H 0.081
23 H 0.073
24 H 0.126
25 H 0.146
26 H 0.128
27 C -0.016
28 C -0.280
29 C -0.109
30 O 0.039
31 C -0.448
32 O 0.067
33 O 0.088
34 H 0.062
35 H 0.077
36 H 0.088
37 H 0.154
38 H 0.122
39 H 0.120
40 C -0.009
41 C -0.349
42 C -0.113
43 O 0.086
44 C -0.549
45 O 0.160
46 O 0.126
47 H 0.087
48 H 0.070
49 H 0.077
50 H 0.128
51 H 0.142
52 H 0.118
53 C 0.004
54 C -0.313
55 C -0.091
56 O 0.075
57 C -0.526
58 O 0.116
59 O 0.103
60 H 0.083
61 H 0.083
62 H 0.089
63 H 0.115
64 H 0.140
65 H 0.132
66 C 0.000
67 C -0.284
68 C -0.071
69 O 0.081
70 C -0.544
71 O 0.140
72 O 0.071
73 H 0.094
74 H 0.080
75 H 0.085
76 H 0.132
77 H 0.141
78 H 0.123
79 C -0.011
80 C -0.332
81 C -0.092
82 O 0.089
83 C -0.613
84 O 0.165
85 O 0.127
86 H 0.074
87 H 0.086
88 H 0.091
89 H 0.145
90 H 0.128
91 H 0.118
92 C 0.002
93 C -0.298
94 C -0.092
95 O 0.074
96 C -0.482
97 O 0.120
98 O 0.037
99 H 0.097

No. 2
Density functional theory data (ωB97M-V/def2-TZVPD) for a single C5H9NSi molecule in a non-equilibrium geometry.

The value obtained for the frontier orbital gap is 9.208 eV. As for the highest occupied orbital energy: -8.3 eV. Its total charge is 0. The value obtained for the total energy is -540.04360 hartree. The calculation puts the lowest unoccupied orbital energy at 0.88 eV. Its energy relative to the best compared isomer or geometry (same formula, charge and spin) is 248.6 kJ/mol.

Cartesian coordinates (Å):
C: 0.307 0.533 -2.036
C: 0.006 -0.827 -1.791
C: 1.187 1.006 -1.152
C: 0.465 -1.445 -0.709
C: 1.013 -0.521 0.273
N: -1.466 0.685 0.964
Si: -0.024 0.123 1.731
H: 0.263 1.140 -2.970
H: -0.459 -1.432 -2.543
H: 1.859 1.739 -1.144
H: 0.420 -2.505 -0.417
H: 2.049 -0.609 0.592
H: -2.488 0.498 1.151
H: -1.374 1.321 0.161
H: -0.544 -0.875 2.507
H: 0.762 0.967 2.601

Forces on atoms 1 to 3 (eV/Å):
C 2.474 2.367 -0.186
C -1.405 -2.726 -1.430
C -3.386 -5.418 2.946

In the Löwdin picture, each atom carries the following charge in e:
1 C -0.176
2 C -0.168
3 C 0.086
4 C -0.179
5 C -0.261
6 N -0.144
7 Si 0.517
8 H 0.116
9 H 0.094
10 H 0.012
11 H 0.117
12 H 0.058
13 H 0.053
14 H 0.016
15 H -0.077
16 H -0.064

No. 3
Density functional theory data (ωB97M-V/def2-TZVPD) for a gas-phase ion, C13H19N2S2 (charge +1) in a non-equilibrium geometry.

The value obtained for the frontier orbital gap is 8.479 eV. As for the highest occupied orbital energy: -12.2 eV. Its total charge is +1. The value obtained for the total energy is -1412.27652 hartree. The calculation puts the lowest unoccupied orbital energy at -3.69 eV.

Cartesian coordinates (Å):
C: -2.413 -1.511 -0.659
N: -1.184 -1.545 -0.981
N: -0.289 -0.312 -1.288
C: -1.119 0.725 -1.984
C: 0.664 -0.948 -2.295
C: 0.305 0.159 0.011
C: -0.491 -0.437 1.197
C: -0.207 -1.750 1.589
C: -0.945 -2.337 2.618
C: -1.986 -1.618 3.211
C: -2.264 -0.311 2.818
C: -1.505 0.289 1.810
S: 0.128 1.931 0.146
C: 1.603 2.706 -0.539
C: 2.882 2.120 0.024
C: 3.074 0.747 -0.582
S: 1.995 -0.478 0.218
H: -2.758 -2.264 0.077
H: -3.208 -0.865 -1.071
H: -1.319 0.359 -2.998
H: -2.047 0.857 -1.420
H: -0.544 1.668 -2.034
H: 0.364 -0.632 -3.299
H: 1.700 -0.676 -2.100
H: 0.511 -2.024 -2.177
H: 0.574 -2.327 1.093
H: -0.694 -3.351 2.932
H: -2.597 -2.100 3.970
H: -3.067 0.254 3.297
H: -1.723 1.319 1.503
H: 1.557 2.646 -1.635
H: 1.481 3.754 -0.230
H: 3.714 2.757 -0.280
H: 2.838 2.081 1.117
H: 2.880 0.745 -1.664
H: 4.089 0.370 -0.397

Forces on atoms 1 to 3 (eV/Å):
C -0.331 0.553 -0.991
N 1.056 -0.013 2.109
N -2.850 -1.759 -3.437

In the Löwdin picture, each atom carries the following charge in e:
1 C 0.039
2 N 0.066
3 N -0.265
4 C -0.053
5 C -0.003
6 C -0.800
7 C -0.329
8 C -0.096
9 C -0.050
10 C -0.067
11 C -0.054
12 C -0.089
13 S 1.015
14 C -0.438
15 C -0.299
16 C -0.442
17 S 1.014
18 H 0.119
19 H 0.105
20 H 0.110
21 H 0.091
22 H 0.066
23 H 0.104
24 H 0.037
25 H 0.108
26 H 0.089
27 H 0.118
28 H 0.113
29 H 0.117
30 H 0.077
31 H 0.086
32 H 0.095
33 H 0.124
34 H 0.120
35 H 0.076
36 H 0.097